{"formula": "C13H15F4N2O4Ti", "method": "ωB97M-V/def2-TZVPD", "homo_energy_ev": [-7.9, -8.0], "multiplicity": 2, "orbital_gap_ev": [8.44, 8.49], "symbols": ["Ti", "C", "N", "C", "C", "C", "N", "C", "C", "F", "C", "F", "C", "C", "F", "C", "F", "H", "H", "H", "H", "H", "H", "H", "H", "H", "H", "H", "O", "C", "O", "H", "C", "C", "O", "O", "H", "H", "H"], "coordinates": [[0.605612, -0.457585, -0.602407], [-0.581087, 0.794633, -3.186401], [-0.829881, 0.799310, -1.738189], [-2.215626, 0.393163, -1.463823], [-0.568306, 2.147452, -1.193998], [-0.573431, 2.133716, 0.328473], [-0.008835, 0.867835, 0.779161], [0.107174, 0.638789, 2.122368], [0.308540, -0.689305, 2.531808], [0.306158, -1.628629, 1.546017], [0.452340, -1.082161, 3.837922], [0.632468, -2.379663, 4.116381], [0.397716, -0.156159, 4.861776], [0.188067, 1.158667, 4.500133], [0.133255, 2.098479, 5.455018], [0.047930, 1.558941, 3.183769], [-0.121466, 2.877764, 2.954406], [-1.241398, 1.506657, -3.694728], [-0.765602, -0.201155, -3.588321], [0.457821, 1.059120, -3.375156], [-2.916100, 1.090872, -1.937104], [-2.391932, 0.384318, -0.389785], [-2.385624, -0.609698, -1.847098], [-1.321689, 2.857344, -1.558104], [0.408546, 2.455438, -1.562617], [-1.591274, 2.267748, 0.716160], [0.001904, 2.997060, 0.666435], [0.516363, -0.445303, 5.894552], [2.166029, 0.785832, -1.313583], [2.969348, 0.205718, -0.524229], [2.566496, -0.717468, 0.221705], [4.019509, 0.520121, -0.495857], [0.079676, -3.922810, -2.455008], [0.294585, -2.561966, -1.868350], [1.278796, -1.846273, -2.159179], [-0.554243, -2.113335, -1.012929], [0.469858, -3.958841, -3.469694], [-0.974288, -4.184634, -2.428537], [0.632576, -4.643995, -1.850983]], "atomic_forces_ev_per_a": [[0.2, 0.1, 0.5], [0.0, 0.0, 0.0], [0.1, 0.0, -0.2], [-0.1, 0.0, 0.0], [-0.1, 0.0, 0.1], [0.0, 0.0, 0.0], [-0.1, 0.0, 0.0], [0.0, -0.1, 0.4], [-0.1, 0.1, -0.1], [0.1, 0.0, -0.1], [0.0, 0.0, 0.0], [0.0, 0.0, 0.0], [0.0, 0.1, 0.0], [0.0, -0.1, 0.1], [0.0, 0.0, 0.0], [0.0, 0.0, -0.1], [0.0, 0.0, 0.0], [0.0, 0.0, 0.0], [0.0, 0.0, 0.0], [0.0, 0.0, 0.0], [0.0, 0.0, 0.0], [0.0, 0.0, 0.0], [0.0, 0.0, 0.0], [0.0, 0.0, -0.1], [0.0, 0.0, 0.0], [0.0, 0.0, 0.0], [0.0, 0.0, 0.0], [0.0, 0.0, 0.0], [-0.1, -0.1, 0.0], [0.1, 0.0, 0.0], [0.0, 0.0, 0.0], [0.0, 0.0, 0.0], [0.1, 0.0, -0.1], [-0.3, 0.0, 0.0], [0.0, -0.1, -0.1], [0.0, 0.1, 0.0], [0.0, 0.0, 0.0], [0.0, 0.0, 0.0], [0.0, 0.0, 0.0]]}

---

{"formula": "C13H15F5NO2PmSSiTe", "method": "ωB97M-V/def2-TZVPD", "homo_energy_ev": [-7.5, -7.4], "multiplicity": 5, "orbital_gap_ev": [5.72, 5.65], "symbols": ["Pm", "O", "N", "C", "C", "C", "C", "C", "S", "H", "H", "H", "H", "F", "Te", "F", "F", "F", "F", "O", "C", "Si", "C", "C", "C", "C", "C", "C", "C", "H", "H", "H", "H", "H", "H", "H", "H", "H", "H", "H"], "coordinates": [[-0.086693, 0.139104, 0.715771], [-1.419425, -0.832134, -0.930664], [-2.441659, -1.676392, -0.887962], [-3.015324, -2.010896, -2.064256], [-4.076556, -2.866801, -2.108381], [-4.559747, -3.396757, -0.906311], [-3.956717, -3.054065, 0.275263], [-2.856504, -2.176299, 0.307323], [-2.062293, -1.719658, 1.745737], [-2.564882, -1.548417, -2.928693], [-4.518031, -3.117470, -3.060797], [-5.403330, -4.073407, -0.910988], [-4.299761, -3.443168, 1.222145], [-1.300132, 1.185084, 2.690333], [0.479017, 1.310822, 3.498739], [2.032494, 1.110760, 4.475998], [0.857114, -0.516495, 2.749141], [0.000837, 2.788628, 4.492832], [-0.344930, 0.276941, 4.792879], [1.014306, 1.988155, 1.944166], [1.285376, 2.742581, -2.170272], [1.780717, 1.042212, -1.447910], [2.111920, 0.019904, -3.023275], [3.525212, 1.328294, -0.707690], [3.912521, 0.771835, 0.511936], [5.178440, 0.975469, 1.045815], [6.096752, 1.755944, 0.360257], [5.742200, 2.317259, -0.859167], [4.475078, 2.101817, -1.381326], [2.042601, 3.090422, -2.877519], [1.176954, 3.505649, -1.395807], [0.338062, 2.676303, -2.711885], [2.820673, 0.553219, -3.662979], [1.192211, -0.129755, -3.594743], [2.532349, -0.962877, -2.801887], [3.213726, 0.150735, 1.067832], [5.448926, 0.530137, 1.995515], [7.083440, 1.924638, 0.772676], [6.455541, 2.924351, -1.403387], [4.219241, 2.545963, -2.337490]], "atomic_forces_ev_per_a": [[-1.2, -0.9, -1.9], [0.5, 0.5, 0.4], [-0.1, -0.1, 0.1], [-0.1, 0.0, -0.1], [0.0, 0.0, 0.0], [0.0, 0.0, 0.0], [0.0, 0.0, -0.1], [0.0, 0.1, 0.0], [0.3, 0.1, -0.1], [0.0, 0.0, 0.0], [0.0, 0.0, 0.0], [0.0, 0.0, 0.0], [0.0, 0.0, 0.0], [0.7, 0.0, 0.1], [-0.6, -0.5, 2.3], [0.0, 0.2, -0.3], [-0.1, 0.6, 0.2], [0.1, 0.0, -0.3], [0.2, 0.2, -0.1], [0.2, -0.1, -0.4], [0.0, -0.1, 0.1], [0.4, 0.1, -0.1], [-0.1, 0.0, 0.1], [-0.1, 0.0, 0.0], [0.0, 0.0, -0.1], [0.0, 0.0, 0.0], [0.0, 0.0, 0.0], [0.0, 0.0, 0.0], [0.0, 0.0, 0.0], [0.0, 0.0, 0.0], [0.0, 0.0, 0.0], [0.0, 0.0, 0.0], [0.0, 0.0, 0.0], [0.0, 0.0, 0.0], [0.0, 0.0, 0.0], [0.0, 0.0, 0.0], [0.0, 0.0, 0.0], [0.0, 0.0, 0.0], [0.0, 0.0, 0.0], [0.0, 0.0, 0.0]]}

---

{"formula": "C13H15FN4OS2", "method": "ωB97M-V/def2-TZVPD", "homo_energy_ev": -6.9, "orbital_gap_ev": 6.87, "symbols": ["C", "H", "C", "N", "C", "N", "N", "C", "S", "C", "H", "H", "C", "O", "N", "C", "C", "C", "C", "C", "C", "H", "H", "F", "H", "H", "H", "S", "H", "C", "H", "H", "H", "H", "H", "H"], "coordinates": [[-2.487133, -3.487203, 0.671124], [-2.587031, -4.341690, 1.234421], [-3.683428, -2.684291, 0.215257], [-3.533215, -1.728722, -0.734013], [-2.799089, -0.811380, -0.580831], [-2.153524, -0.548317, 0.675871], [-1.496492, 0.544271, 0.799010], [-1.607519, 1.421930, -0.526730], [-0.866152, 2.956501, -0.772095], [0.128325, 3.021878, 0.883535], [-0.688811, 3.273230, 1.729669], [0.490057, 4.131223, 0.750762], [1.143470, 1.790752, 1.054373], [1.464575, 1.812692, 2.340554], [1.627081, 1.394043, -0.079972], [2.486384, 0.332885, 0.063187], [2.938988, -0.219966, -1.292893], [3.771917, -1.138011, -1.444643], [4.468305, -1.578319, -0.474251], [4.003121, -1.237880, 0.988526], [3.080278, -0.260409, 0.955457], [2.736175, 0.164259, 2.191469], [4.476267, -1.661973, 1.775186], [5.188032, -2.639562, -0.407245], [4.083779, -1.249014, -2.754617], [2.543106, 0.444029, -2.216468], [1.277906, 1.560739, -0.836874], [-2.663360, 0.877343, -1.623342], [-4.271714, -1.655443, -1.396882], [-4.497304, -2.285046, 1.569922], [-4.751703, -2.957925, 2.118387], [-5.488041, -1.758801, 1.116647], [-3.839662, -1.510968, 2.029246], [-4.532671, -3.599375, -0.297912], [-2.086706, -3.915604, -0.313301], [-1.827169, -2.596218, 1.130863]], "atomic_forces_ev_per_a": [[2.9, 3.9, -3.4], [-1.0, -1.3, 1.9], [-5.7, -7.8, 4.1], [-6.5, -6.8, -3.7], [9.0, 13.1, 4.8], [-2.0, -1.2, -4.3], [0.8, 4.1, -4.8], [1.0, -1.8, 6.0], [1.0, 0.0, 1.6], [-2.7, 2.2, -0.5], [2.0, -1.7, -1.7], [0.6, -2.4, 0.2], [-2.7, 7.4, 7.3], [-0.4, -1.9, -5.7], [6.0, -4.2, 12.4], [-0.8, 0.6, -13.9], [-8.0, 9.8, 1.1], [3.6, -2.6, -11.0], [-0.4, -1.7, 11.6], [1.1, 0.3, -8.8], [1.5, -1.0, 15.2], [1.0, -1.3, -3.8], [1.1, -1.2, 2.3], [2.6, -2.3, -1.5], [-0.6, -0.5, 4.3], [0.7, -1.9, 2.0], [-5.3, 2.5, -10.7], [-1.4, -4.1, -0.1], [-0.3, -0.1, -0.6], [2.0, 10.8, -9.7], [-2.6, -8.3, 6.2], [2.1, -0.9, 1.5], [-0.9, -0.6, 0.1], [2.5, 2.7, 1.1], [0.4, 0.8, 1.3], [-0.7, -2.8, -0.8]]}

---

{"formula": "C13H15N", "method": "ωB97M-V/def2-TZVPD", "homo_energy_ev": [-7.8, -7.7], "orbital_gap_ev": [6.67, 7.99], "symbols": ["C", "C", "C", "C", "C", "C", "C", "C", "C", "C", "C", "C", "C", "N", "H", "H", "H", "H", "H", "H", "H", "H", "H", "H", "H", "H", "H", "H", "H"], "coordinates": [[-1.074039, 1.206785, -1.208911], [3.562386, -0.473110, -0.291237], [2.962350, 0.532361, -1.009239], [2.728203, -1.357713, 0.426550], [1.626143, 0.730557, -0.986203], [1.378038, -1.221359, 0.384338], [0.786069, -0.119478, -0.334700], [0.611626, 2.578836, 1.566738], [-0.435569, 1.853344, 1.640536], [-3.059446, -0.205678, 0.389274], [-1.987563, -2.015490, -0.859855], [-1.678247, -0.760146, 0.107855], [-0.634712, 0.169180, -0.438925], [-1.580314, 2.163494, -1.629937], [4.595634, -0.619061, -0.250381], [3.653191, 1.289397, -1.627743], [2.977004, -2.173177, 1.153606], [1.293015, 1.505868, -1.528451], [0.657695, -1.780852, 0.834884], [0.943201, 3.188866, 2.276223], [1.325123, 2.362260, 0.631488], [-1.343510, 1.355292, 1.572424], [-2.916684, 0.509414, 1.209703], [-3.318985, 0.460846, -0.451125], [-3.794472, -1.118913, 0.694475], [-1.159107, -2.676673, -0.694370], [-2.893639, -2.542622, -0.654851], [-2.102935, -1.562985, -1.956477], [-1.120464, -1.279251, 1.034300]], "atomic_forces_ev_per_a": [[-1.1, 2.2, -0.7], [-1.4, -0.9, 0.7], [3.8, 1.7, -1.3], [-0.1, -1.0, 1.2], [0.9, -1.2, 0.6], [-0.7, 3.5, -2.3], [-0.6, -1.2, 0.3], [0.5, -3.3, -4.6], [0.1, 0.2, -0.3], [-0.1, -0.3, 1.5], [1.2, 2.8, -1.8], [0.4, -3.6, 0.8], [0.8, -1.9, 1.6], [0.3, -0.4, -0.4], [1.5, 0.0, -0.1], [-1.7, -1.8, 1.5], [0.9, 0.8, -1.1], [-1.5, 2.7, -1.8], [-1.1, -2.1, 1.6], [1.4, 2.8, 2.8], [-1.1, 0.6, 1.8], [-0.9, -0.5, 0.3], [-0.9, -0.3, 0.3], [-0.7, -0.8, 0.1], [1.6, 2.7, -0.9], [0.5, -0.6, -0.9], [-0.6, -0.1, 0.5], [0.6, -1.3, 2.1], [-1.8, 1.3, -1.5]]}

---

{"formula": "C13H15N2", "method": "ωB97M-V/def2-TZVPD", "charge": 1, "homo_energy_ev": -11.5, "smiles": "C[C@H]1C[NH+]=C2C=c3ccccc3=CN2C1", "orbital_gap_ev": 7.55, "symbols": ["C", "C", "C", "N", "C", "C", "C", "C", "C", "C", "C", "C", "C", "N", "C", "H", "H", "H", "H", "H", "H", "H", "H", "H", "H", "H", "H", "H", "H", "H"], "coordinates": [[-1.653303, -1.811370, 1.792385], [-2.602413, -0.794814, 1.157762], [-2.553835, 0.552204, 1.878906], [-1.330706, 1.252450, 1.525250], [-0.490227, 0.857636, 0.567351], [0.922159, 1.396544, 0.491403], [1.772670, 0.929569, -0.488594], [3.120343, 1.361961, -0.604133], [3.926202, 0.854143, -1.576264], [3.449548, -0.124637, -2.481654], [2.168637, -0.572000, -2.407431], [1.286961, -0.058564, -1.415465], [-0.015003, -0.497809, -1.300398], [-0.865933, -0.044046, -0.364356], [-2.233376, -0.532866, -0.305126], [-0.665874, -1.386846, 1.965560], [-1.540096, -2.684034, 1.152457], [-2.048158, -2.148182, 2.746940], [-3.621300, -1.186540, 1.196204], [-3.417996, 1.168919, 1.607423], [-2.569930, 0.406876, 2.961536], [-1.003948, 1.958017, 2.166003], [1.225641, 2.119671, 1.227629], [3.487396, 2.090797, 0.100070], [4.946252, 1.193725, -1.664863], [4.122131, -0.520463, -3.225155], [1.797892, -1.318365, -3.091375], [-0.399600, -1.246148, -1.976111], [-2.314350, -1.440195, -0.904141], [-2.899785, 0.224368, -0.731814]], "atomic_forces_ev_per_a": [[-0.2, 0.0, -0.1], [0.2, 0.0, 0.0], [-0.6, -0.2, 0.0], [-0.1, 0.0, 0.1], [4.2, 1.8, -0.1], [-3.5, -1.5, 0.0], [-0.4, -0.2, 0.0], [0.4, 0.0, -0.2], [-0.2, 0.3, 0.5], [-0.5, -0.4, -0.2], [0.4, 0.0, -0.2], [-0.3, 0.1, 0.4], [0.8, 0.0, -0.4], [0.1, 0.2, 0.1], [-0.9, -0.3, 0.2], [0.1, 0.0, 0.0], [0.0, -0.1, 0.0], [0.0, 0.0, 0.1], [0.1, 0.1, -0.1], [0.1, -0.1, 0.0], [0.0, 0.0, -0.1], [0.1, -0.1, -0.1], [0.0, 0.1, 0.1], [0.1, 0.1, 0.1], [0.1, 0.0, 0.0], [0.0, 0.0, -0.1], [0.0, -0.1, -0.1], [-0.2, 0.0, 0.0], [0.1, 0.1, 0.0], [0.1, -0.1, 0.0]]}

---

{"formula": "C13H15NO", "method": "ωB97M-V/def2-TZVPD", "homo_energy_ev": [-8.2, -6.3], "orbital_gap_ev": [8.52, 6.31], "symbols": ["C", "C", "C", "C", "C", "C", "C", "C", "C", "C", "C", "C", "C", "N", "O", "H", "H", "H", "H", "H", "H", "H", "H", "H", "H", "H", "H", "H", "H", "H"], "coordinates": [[3.433181, -0.504961, -2.012057], [2.687821, 0.673508, -2.154119], [2.909009, -1.462820, -1.204570], [-0.213301, -1.958303, 3.275092], [0.402123, -0.648917, 3.398543], [1.506152, 0.873780, -1.488014], [1.692431, -1.367757, -0.561288], [-1.051529, -1.891115, 2.203247], [-0.050678, 0.120695, 2.392462], [0.993899, -0.142884, -0.689997], [-2.117903, 1.619686, -1.199420], [-2.045278, 1.136386, 0.265462], [-1.624683, -0.225493, 0.499602], [-0.897625, -0.647157, 1.586987], [-2.447396, -1.144262, -0.037566], [4.259374, -0.562849, -2.658061], [3.130177, 1.494027, -2.650125], [3.338454, -2.431703, -1.215138], [-0.110847, -2.748950, 3.889165], [0.959213, -0.328832, 4.287002], [1.090623, 1.825364, -1.304080], [1.093991, -2.039544, 0.009128], [-1.778905, -2.560504, 1.691809], [0.474289, 0.934883, 1.981430], [-2.630099, 2.513582, -1.189887], [-2.454107, 0.902216, -1.864497], [-1.063959, 1.731571, -1.512925], [-1.475081, 1.757701, 0.829890], [-3.092557, 1.266397, 0.784054], [-2.920594, -0.906828, -0.867516]], "atomic_forces_ev_per_a": [[-2.0, 2.1, -0.4], [0.8, -0.3, 0.6], [-0.2, -2.1, 0.1], [-0.6, 3.2, -1.7], [-0.4, -1.4, 1.6], [-0.4, -0.9, 1.7], [-2.2, 3.1, -0.1], [-0.6, -0.2, -1.6], [0.0, -0.6, -1.1], [0.6, -0.9, -0.7], [3.2, -1.0, 2.1], [-3.3, -0.1, -0.3], [0.9, -0.2, -1.8], [-0.7, -0.4, 1.5], [-0.3, -1.4, -0.2], [1.3, -0.7, -0.2], [0.3, 0.8, -0.8], [0.8, -0.8, 0.3], [0.3, -2.4, 2.0], [0.2, -0.1, -0.9], [-0.5, 1.2, -0.7], [0.6, -1.4, 0.4], [0.9, 0.3, 0.9], [-0.1, 1.2, -0.3], [-1.2, 1.9, -0.6], [-1.4, -1.3, -1.3], [-0.5, 0.4, 0.0], [2.0, 2.1, 1.4], [1.3, -0.4, -0.9], [0.9, 0.4, 1.1]]}

---

{"formula": "C13H15NSeTl", "method": "ωB97M-V/def2-TZVPD", "charge": -1, "homo_energy_ev": -3.8, "orbital_gap_ev": 6.41, "symbols": ["C", "C", "C", "C", "C", "Tl", "N", "C", "C", "H", "H", "H", "H", "H", "H", "H", "H", "H", "H", "Se", "C", "C", "C", "C", "C", "C", "H", "H", "H", "H", "H"], "coordinates": [[-0.376403, 1.426802, -3.718044], [1.020922, 1.501689, -3.438744], [1.201181, 2.289100, -2.264052], [-0.088834, 2.709399, -1.815942], [-1.064323, 2.176446, -2.716179], [-0.273568, -0.094598, -0.911243], [-1.366110, -2.070941, -1.196622], [-0.336409, -2.787651, -1.984733], [0.941670, -2.000378, -1.956459], [2.152127, 2.562399, -1.807964], [1.817711, 1.081140, -4.058793], [-0.290924, 3.352322, -0.954663], [-2.141355, 2.340524, -2.661342], [-0.832035, 0.936534, -4.575931], [1.289379, -1.580748, -2.899922], [-0.160209, -3.701270, -1.384127], [-2.190797, -1.987654, -1.797687], [1.660540, -2.350297, -1.216156], [-0.652681, -3.033742, -3.024645], [-1.453760, 1.284659, 1.170307], [-0.634416, 0.439633, 2.593698], [-1.278748, 0.449727, 3.858210], [-0.627966, -0.025485, 4.990864], [0.648460, -0.595404, 4.893441], [1.262899, -0.694230, 3.635283], [0.637926, -0.181847, 2.497277], [-2.276938, 0.874068, 3.928703], [-1.120039, 0.048196, 5.965678], [1.160830, -0.965566, 5.784722], [2.241353, -1.169287, 3.541057], [1.130532, -0.233538, 1.524005]], "atomic_forces_ev_per_a": [[0.7, 0.3, 0.4], [-0.5, 0.4, 0.0], [-0.5, -0.2, -0.4], [0.2, -0.4, -0.2], [0.4, -0.5, 0.2], [-0.1, -0.6, -0.4], [-0.9, 0.3, -0.8], [-0.2, 0.3, 0.9], [-0.1, 1.2, 0.4], [-0.3, -0.1, -0.1], [-0.3, 0.1, 0.3], [0.1, -0.3, -0.3], [0.3, 0.0, 0.0], [0.1, 0.0, 0.2], [0.4, -0.3, 0.2], [0.1, -0.1, -0.7], [-0.1, -0.1, 0.4], [0.3, 0.2, -0.4], [0.2, 0.1, 0.6], [-0.2, 0.2, -1.4], [0.8, -1.0, 1.5], [0.6, 0.1, -0.5], [0.2, -0.2, 0.0], [0.0, 0.0, -0.3], [-0.3, 0.1, 0.1], [-0.6, 0.3, 0.4], [0.2, 0.0, 0.0], [0.2, -0.1, -0.3], [-0.2, 0.1, -0.3], [-0.2, 0.1, 0.0], [0.0, 0.0, 0.3]]}